ORCA calculation (ωB97M-V/def2-TZVPD) on a structure of composition C8H20As3F18NO5RbS in a non-equilibrium geometry.

## Properties
**Total charge**: -3
**HOMO energy**: 0.83 eV
**Strongest force on any atom**: 6.5 eV Å⁻¹
**LUMO energy**: 4.385 eV

Element x y z (Å)
Rb: 1.12 -2.37 1.30
As: 5.23 -1.64 3.14
As: 1.49 -3.13 -3.31
As: 0.24 -6.09 2.54
S: -0.99 -0.07 2.61
F: -0.85 -7.35 2.02
F: 3.81 -1.33 4.26
F: 1.28 -4.82 3.24
F: 1.79 -3.42 -5.05
F: -0.97 -5.63 3.78
F: 3.95 -2.06 1.93
F: 6.51 -1.91 1.93
F: 5.11 0.06 2.70
F: 1.52 -1.31 -3.45
F: -0.34 -3.11 -3.47
F: 0.98 -7.24 3.78
F: 1.32 -2.90 -1.54
F: -0.49 -4.79 1.47
F: 1.37 -4.89 -3.09
F: 6.39 -1.13 4.44
F: 3.26 -3.09 -3.07
F: 1.49 -6.49 1.26
F: 5.36 -3.32 3.68
O: -1.65 1.16 2.81
O: -1.59 -0.95 1.60
O: -0.54 4.76 -1.64
O: 0.42 0.09 2.30
O: -1.14 -0.92 3.77
N: -1.66 2.09 -0.98
C: -1.99 2.29 -2.48
C: -2.90 1.18 -0.54
C: -1.53 3.35 -0.06
C: -0.24 1.32 -0.82
C: -4.25 1.84 -0.50
C: -0.40 4.30 -0.34
C: -0.19 -0.14 -1.27
C: -0.40 6.23 -1.85
H: -1.01 -0.78 -0.96
H: -2.18 1.35 -2.99
H: -1.40 3.07 0.98
H: -2.52 0.85 0.43
H: -0.05 1.29 0.26
H: 0.49 1.86 -1.41
H: -2.99 0.24 -1.08
H: -4.69 2.19 -1.44
H: 0.55 3.80 -0.18
H: -4.96 1.09 -0.13
H: -2.84 2.96 -2.56
H: -1.36 6.65 -1.55
H: 0.55 6.61 -1.48
H: -1.17 2.83 -2.97
H: -0.39 6.39 -2.92
H: 0.73 -0.59 -0.90
H: -4.15 2.75 0.08
H: -2.46 3.88 -0.27
H: -0.22 -0.15 -2.36
H: -0.46 5.15 0.34

ORCA calculation (ωB97M-V/def2-TZVPD) on a structure of composition C8H20AsF8N5O8S2Tl in a non-equilibrium geometry.

## Properties
**Total charge**: +1
**HOMO energy**: -12.63 eV
**ΔE to the lowest compared entry with this formula, charge and spin**: 204.9 kcal per mole
**Strongest force on any atom**: 9.3 eV Å⁻¹
**LUMO energy**: -11.006 eV

Element x y z (Å)
Tl: -0.44 0.51 -1.20
As: -1.17 -5.23 1.03
S: -3.06 -2.17 -5.42
S: -3.79 -0.02 -5.71
F: -2.95 -5.13 0.67
F: 0.60 -5.39 1.44
F: -3.67 1.38 -4.86
F: -0.94 -3.56 0.57
F: -1.38 -4.88 2.79
F: -1.33 -6.99 1.55
F: -1.88 -2.99 -4.84
F: -0.90 -5.76 -0.71
O: -4.16 -2.86 -4.73
O: -2.82 -2.37 -6.88
O: 0.63 3.93 1.71
O: -3.40 0.29 -7.10
O: 2.45 -1.08 2.22
O: -3.63 3.60 -0.23
O: 2.88 -2.45 -2.26
O: -5.23 -0.20 -5.61
N: -2.52 -0.83 -4.75
N: -0.22 5.84 2.42
N: 4.22 -3.69 -1.05
N: -4.31 3.90 1.91
N: 2.73 -2.50 4.00
C: -5.50 5.02 0.10
C: 5.06 -2.62 -3.08
C: 3.99 -2.89 -2.08
C: 3.19 -1.55 3.15
C: 4.59 -1.06 3.45
C: 1.90 5.24 3.20
C: -4.39 4.11 0.60
C: 0.72 4.93 2.36
H: 5.94 -2.05 -2.78
H: -6.48 4.67 0.44
H: -4.63 4.57 2.59
H: -1.15 5.55 2.14
H: 2.64 5.64 2.52
H: 4.54 -0.01 3.70
H: -5.75 5.00 -0.96
H: -3.62 3.23 2.23
H: -0.11 6.77 2.81
H: 5.28 -1.47 2.71
H: 2.51 4.37 3.46
H: 3.45 -3.72 -0.40
H: -5.41 6.08 0.33
H: 1.81 5.94 4.04
H: 5.16 -4.02 -0.91
H: 1.77 -2.82 3.91
H: 3.43 -3.03 4.49
H: 4.90 -1.42 4.43
H: 4.82 -2.28 -4.09
H: 5.63 -3.53 -3.31

ORCA calculation (ωB97M-V/def2-TZVPD) on the molecule C8H20BN in a non-equilibrium geometry.

## Properties
**HOMO energy**: -9.37 eV
**ΔE to the lowest compared entry with this formula, charge and spin**: 44.5 kcal per mole
**SMILES**: CCN(BCC(C)C)CC
**Strongest force on any atom**: 4.0 eV Å⁻¹
**LUMO energy**: 0.852 eV

Element x y z (Å)
N: 1.23 -0.29 -0.18
C: -3.49 0.90 0.29
C: 1.40 0.96 -0.85
C: -1.22 0.06 0.99
C: 1.46 2.15 0.10
C: -2.31 0.03 -0.11
C: -2.70 -1.39 -0.54
C: 3.51 -0.99 0.37
C: 2.31 -1.15 -0.56
B: 0.11 -0.78 0.56
H: -0.87 1.03 1.37
H: 2.37 0.99 -1.38
H: -3.33 -1.40 -1.40
H: -1.71 -2.07 -0.72
H: -3.18 1.12 1.29
H: 2.15 -2.24 -0.66
H: 2.28 1.97 0.91
H: -3.23 -1.90 0.37
H: 2.49 -0.99 -1.59
H: 0.38 2.26 0.50
H: 4.46 -1.52 -0.01
H: -1.85 0.48 -1.00
H: 3.65 0.11 0.36
H: 3.21 -1.46 1.37
H: -3.48 1.89 -0.33
H: 0.58 1.11 -1.54
H: 1.58 3.08 -0.55
H: 0.18 -1.94 0.89
H: -4.45 0.40 0.07
H: -1.53 -0.41 1.96

ORCA calculation (ωB97M-V/def2-TZVPD) on a structure of composition C8H20BeNO9 in a non-equilibrium geometry.

## Properties
**Total charge**: -1
**HOMO energy**: -2.29 eV
**ΔE to the lowest compared entry with this formula, charge and spin**: 57.4 kcal per mole
**Strongest force on any atom**: 7.7 eV Å⁻¹
**LUMO energy**: 2.328 eV

Element x y z (Å)
O: -3.29 0.33 -0.61
O: -2.59 -2.73 3.08
O: 1.12 1.00 -0.76
O: -1.93 1.19 -1.96
O: -1.43 -0.82 2.55
O: -0.06 -1.97 -1.92
O: -2.14 -2.17 1.04
O: -4.18 1.54 -2.02
O: 1.13 -1.56 0.78
N: -0.69 2.09 1.36
C: 1.46 1.54 2.33
C: -1.32 -2.43 -2.27
C: -3.13 1.05 -1.59
C: -2.04 -1.89 2.22
C: 1.59 1.05 -2.09
C: 2.45 -1.77 0.22
C: 1.21 2.31 -0.17
C: 0.74 2.41 1.28
Be: -0.88 -0.15 0.04
H: 0.97 1.64 3.30
H: 1.52 0.48 2.07
H: 0.65 3.00 -0.80
H: 0.91 3.43 1.61
H: -2.07 -2.18 -1.51
H: 1.75 0.09 -2.60
H: -1.66 -1.96 -3.19
H: -2.74 -3.26 2.28
H: 0.86 1.59 -2.70
H: 1.20 -1.76 1.72
H: 2.21 2.74 -0.21
H: -1.26 2.79 0.93
H: -1.01 2.23 2.31
H: 3.19 -1.27 0.83
H: 2.48 1.66 -2.21
H: 2.53 -1.43 -0.81
H: -1.30 -3.50 -2.47
H: 2.48 1.92 2.43
H: 0.59 -2.41 -2.48
H: 2.74 -2.80 -0.01

ORCA calculation (ωB97M-V/def2-TZVPD) on a structure of composition C8H20BrLiO4 in a non-equilibrium geometry.

## Properties
**Total charge**: +1
**HOMO energy (spin up / spin down)**: -13.57 / -13.56 eV
**⟨S²⟩**: 0.75
**ΔE to the lowest compared entry with this formula, charge and spin**: 0.0 kcal per mole
**Strongest force on any atom**: 2.1 eV Å⁻¹
**LUMO energy (spin up / spin down)**: -2.172 / -7.605 eV
**Spin multiplicity**: 2

Element x y z (Å)
Br: 1.81 -2.59 -1.04
O: 1.44 1.19 -1.31
O: -0.58 -1.71 1.11
O: -1.25 -0.11 -1.16
O: 0.99 0.73 1.34
C: 1.78 2.18 -0.39
C: -2.21 -0.79 -0.31
C: -1.92 0.76 -2.01
C: 0.35 0.49 2.56
C: -1.63 -2.04 0.30
C: 0.78 2.07 0.78
C: -0.15 -2.87 1.87
C: 2.31 1.14 -2.39
Li: 0.64 -0.46 -0.42
H: 0.53 -0.52 2.93
H: 0.73 1.19 3.29
H: 3.32 0.97 -2.04
H: -0.27 2.06 0.48
H: 0.93 -2.82 2.04
H: 1.92 0.27 -2.93
H: -3.10 -1.04 -0.88
H: -1.10 1.22 -2.57
H: -2.63 0.32 -2.71
H: 2.20 2.03 -3.01
H: -0.32 -3.79 1.31
H: -0.72 0.62 2.43
H: 2.82 2.18 -0.04
H: 0.95 2.85 1.51
H: -2.42 1.56 -1.47
H: -2.51 -0.05 0.43
H: -1.38 -2.69 -0.54
H: -0.62 -2.83 2.86
H: -2.37 -2.64 0.84
H: 1.69 3.14 -0.88

ORCA calculation (ωB97M-V/def2-TZVPD) on a cluster of 9 separate species, C8H20Cl4O10 in total in a non-equilibrium geometry.

## Properties
**Total charge**: -1
**HOMO energy (spin up / spin down)**: -2.46 / -4.87 eV
**⟨S²⟩**: 0.77
**Strongest force on any atom**: 4.2 eV Å⁻¹
**LUMO energy (spin up / spin down)**: 1.575 / 1.575 eV
**Spin multiplicity**: 2

Element x y z (Å)
Cl: -0.54 -0.13 -1.05
Cl: 3.25 -3.08 -0.89
Cl: -2.82 -1.67 -2.24
Cl: 1.52 -1.80 0.98
O: -1.36 -2.69 2.47
O: -5.65 -0.53 -0.83
O: -4.48 -2.34 1.18
O: 5.01 3.53 1.36
O: 5.13 3.23 -3.43
O: -1.76 0.27 2.20
O: -3.72 2.00 2.17
O: 2.59 2.00 -3.41
O: 2.77 1.95 1.26
O: -2.34 -4.14 0.69
C: 4.63 2.95 -2.34
C: 3.26 2.29 -2.22
C: 2.70 -1.52 -0.29
C: 2.75 1.94 -1.05
C: 4.59 3.02 0.18
C: 3.35 2.27 0.25
C: -1.93 -1.14 -0.70
C: 5.18 3.34 -1.03
H: -0.44 -2.94 2.44
H: 6.13 3.86 -0.94
H: -4.74 -1.67 0.55
H: -1.75 -3.13 1.72
H: -2.29 -4.65 -0.12
H: -5.31 -2.66 1.54
H: -1.06 0.88 2.43
H: -3.23 -3.78 0.68
H: -1.48 -0.56 2.59
H: 4.42 3.28 2.08
H: 1.85 1.36 -1.22
H: -2.68 -0.60 -0.13
H: -1.48 -2.01 -0.22
H: -5.26 -0.02 -1.53
H: -4.22 2.29 1.41
H: -3.10 1.36 1.82
H: 3.12 2.23 -4.17
H: -6.40 -0.97 -1.23
H: 2.22 -0.97 -1.11
H: 3.57 -1.04 0.16

ORCA calculation (ωB97M-V/def2-TZVPD) on a structure of composition C8H20ClInSm in a non-equilibrium geometry.

## Properties
**Total charge**: -1
**HOMO energy (spin up / spin down)**: -1.68 / -1.74 eV
**⟨S²⟩**: 8.77
**Strongest force on any atom**: 2.4 eV Å⁻¹
**LUMO energy (spin up / spin down)**: 1.717 / 1.714 eV
**Spin multiplicity**: 6

Element x y z (Å)
Sm: 0.15 0.10 -0.04
In: 0.87 0.44 -4.69
Cl: 0.87 1.96 -3.00
C: 0.39 0.11 3.35
C: 1.72 -0.21 4.04
C: -0.91 0.21 -5.72
C: -0.51 -1.83 0.56
C: -0.64 0.63 4.37
C: 0.58 1.10 2.19
C: 2.66 -0.55 -5.02
C: -1.61 1.34 -0.70
H: -2.29 1.42 0.13
H: -0.03 -0.84 2.95
H: 0.26 -2.53 0.89
H: -2.05 0.82 -1.54
H: 1.57 -0.94 4.84
H: 2.15 0.70 4.47
H: -1.63 -0.09 -4.97
H: -1.17 2.29 -0.98
H: -0.74 -0.54 -6.47
H: 2.88 -1.05 -4.09
H: 2.49 -1.24 -5.84
H: -1.13 1.18 -6.13
H: -1.55 -2.13 0.53
H: -0.30 1.58 4.81
H: 3.38 0.22 -5.25
H: 2.43 -0.63 3.31
H: -0.78 -0.10 5.18
H: -0.21 1.85 2.18
H: 1.55 1.62 2.21
H: -1.60 0.79 3.89

Electronic energy across the listed records, respectively: -263279.363; -141377.451; -10785.974; -28936.667; -87050.759; -79186.581; -44214.878 eV.